# 1
ORCA calculation (ωB97M-V/def2-TZVPD) on 14 unconnected molecules or ions with the total composition C27H82O26 in a non-equilibrium geometry.

Values from the calculation:
HOMO-LUMO gap   8.3 eV
Calculated total energy   -82556.03410 eV
Net charge   0

```
135
Properties=species:S:1:pos:R:3:mulliken_charge:R:1
O 0.09 4.66 1.32 -0.70
H 0.39 5.51 1.01 0.24
H 0.12 4.10 0.54 0.04
C 2.31 4.25 -1.66 -0.20
C 2.96 4.99 -0.47 -0.68
O 2.22 6.12 -0.08 -0.52
O 1.11 3.56 -1.25 0.02
H 3.04 3.51 -2.00 0.24
H 2.11 4.92 -2.49 0.36
H 3.98 5.32 -0.63 0.40
H 2.93 4.23 0.31 0.06
H 2.47 6.81 -0.71 0.32
H 0.79 3.08 -2.03 0.21
C -0.55 1.40 -5.56 -0.69
C 0.04 0.91 -4.19 0.18
O 0.59 1.99 -3.46 -0.57
O 0.45 1.79 -6.53 -0.55
H -1.12 2.32 -5.46 0.21
H -1.10 0.61 -6.07 0.47
H 0.71 0.07 -4.31 0.25
H -0.75 0.49 -3.56 -0.14
H 1.47 2.06 -3.85 0.23
H 0.40 1.15 -7.23 0.33
C 1.24 3.21 4.25 -0.90
C -0.24 2.69 4.05 0.29
O -1.04 3.60 3.37 -0.60
O 1.95 3.54 3.07 -0.49
H 1.80 2.38 4.68 0.39
H 1.17 4.12 4.83 0.39
H -0.59 2.41 5.04 0.57
H -0.23 1.79 3.43 -0.28
H -0.63 4.00 2.60 0.37
H 1.41 4.06 2.48 0.49
C -4.08 1.35 4.98 -0.85
C -3.29 0.49 4.08 0.25
O -2.90 1.11 2.93 -0.04
O -3.30 2.34 5.70 -0.61
H -4.69 0.69 5.59 0.43
H -4.82 1.94 4.45 0.26
H -3.93 -0.35 3.85 -0.05
H -2.39 0.04 4.50 0.26
H -2.28 0.59 2.42 0.32
H -2.77 2.60 4.95 0.33
C -4.96 -1.67 1.57 -0.85
C -4.86 -0.42 0.75 -0.22
O -3.54 -0.19 0.22 0.45
O -6.18 -1.59 2.27 -0.62
H -4.11 -1.94 2.19 0.27
H -5.01 -2.51 0.88 0.34
H -5.17 0.44 1.35 0.29
H -5.57 -0.46 -0.08 0.45
H -3.72 0.65 -0.22 -0.06
H -5.99 -1.40 3.19 0.36
C 4.07 -0.91 3.16 0.73
C 4.90 -1.72 4.23 -0.70
O 4.19 -2.77 4.88 -0.55
O 4.86 0.05 2.48 -0.64
H 3.20 -0.45 3.63 0.09
H 3.56 -1.60 2.48 -0.33
H 5.27 -1.10 5.04 0.31
H 5.74 -2.24 3.78 0.36
H 4.81 -3.31 5.36 0.32
H 4.66 0.11 1.54 0.19
C -3.53 2.78 -2.18 -0.50
C -2.39 3.30 -1.34 0.97
O -2.72 4.52 -0.72 -0.66
O -4.36 1.96 -1.37 -0.59
H -3.03 2.21 -2.96 0.06
H -4.10 3.51 -2.75 0.49
H -1.60 3.53 -2.06 -0.02
H -2.03 2.56 -0.62 -0.48
H -2.69 4.42 0.23 0.42
H -5.02 1.61 -1.98 0.24
C 0.28 -4.14 -3.53 -0.49
C -0.26 -5.39 -2.64 -0.68
O -1.58 -5.29 -2.28 -0.64
O 0.35 -2.98 -2.71 -0.13
H -0.32 -4.12 -4.44 0.33
H 1.32 -4.30 -3.81 0.40
H 0.39 -5.71 -1.83 0.30
H -0.28 -6.23 -3.33 0.46
H -2.13 -5.37 -3.06 0.31
H -0.51 -2.55 -2.68 -0.25
C -4.21 -1.36 -2.99 -0.01
C -2.89 -2.03 -2.84 0.73
O -2.03 -1.77 -3.97 -0.49
O -4.91 -1.97 -4.08 -0.59
H -4.07 -0.30 -3.19 -0.10
H -4.88 -1.33 -2.13 0.25
H -2.92 -3.10 -2.66 0.18
H -2.36 -1.59 -1.99 -0.50
H -2.43 -1.97 -4.81 0.28
H -5.16 -2.88 -3.89 0.37
C 5.50 1.57 -0.45 -0.48
C 4.81 0.61 -1.25 0.07
O 4.44 -0.48 -0.36 -0.18
O 5.95 2.65 -1.20 -0.61
H 6.41 1.09 -0.08 0.26
H 4.88 1.94 0.37 0.37
H 5.53 0.15 -1.94 0.41
H 4.00 0.97 -1.88 0.03
H 3.83 -1.04 -0.86 0.37
H 6.14 3.33 -0.55 0.37
C 3.52 -3.18 -1.24 -0.56
C 3.74 -3.63 0.18 -0.01
O 4.39 -4.91 0.24 -0.59
O 2.65 -2.09 -1.43 -0.52
H 3.07 -4.06 -1.72 0.38
H 4.40 -3.00 -1.84 0.37
H 2.80 -3.66 0.73 0.13
H 4.36 -2.92 0.73 0.00
H 3.71 -5.56 0.46 0.38
H 1.84 -2.39 -1.85 0.20
C -0.58 -3.55 2.39 -0.31
C -1.25 -3.53 0.98 1.64
O -1.56 -4.90 0.52 -0.74
O -1.66 -3.65 3.24 -0.58
H -0.04 -2.61 2.52 -0.14
H 0.19 -4.30 2.55 0.32
H -0.53 -3.02 0.33 -0.71
H -2.13 -2.90 0.88 -0.19
H -1.68 -4.91 -0.44 0.33
H -2.15 -4.45 3.02 0.39
C 1.44 0.27 1.32 -0.61
C 0.19 0.70 0.61 2.75
C -0.06 0.06 -0.79 0.88
O -0.87 0.15 1.42 -0.61
H 1.43 -0.81 1.47 -0.34
H 1.51 0.67 2.34 0.27
H 2.31 0.58 0.74 0.01
H 0.09 1.79 0.56 -1.51
H 0.75 0.34 -1.46 0.49
H -0.94 0.41 -1.33 -0.12
H -0.11 -1.02 -0.68 -1.16
H -1.52 -0.17 0.79 -0.35
```

# 2
ORCA calculation (ωB97M-V/def2-TZVPD) on 12 unconnected molecules or ions with the total composition C27H83N19O12 in a non-equilibrium geometry.

Values from the calculation:
HOMO-LUMO gap   9.2 eV
Calculated total energy   -82222.03595 eV
SMILES string   COC[C@H](C)N.COC[C@H](C)N.COC[C@H](C)N.COC[C@H](C)N.COC[C@H](C)N.NC(N)=O.NC(N)=O.NC(N)=O.NC(N)=O.NC(N)=O.NC(N)=O.NC(N)=O
Net charge   0

```
141
Properties=species:S:1:pos:R:3:mulliken_charge:R:1
C -5.26 3.36 -4.01 -0.80
O -4.73 3.16 -5.37 -0.33
C -4.30 4.43 -5.89 -0.71
C -2.84 4.11 -6.35 0.26
C -2.57 2.81 -7.21 -1.35
N -1.95 3.96 -5.23 -0.75
H -6.04 2.61 -3.82 0.28
H -5.86 4.24 -3.81 0.34
H -4.45 3.36 -3.29 0.30
H -4.92 4.83 -6.69 0.35
H -4.27 5.19 -5.11 0.42
H -2.31 4.94 -6.84 0.41
H -3.19 1.99 -6.85 0.31
H -1.51 2.53 -7.17 0.42
H -2.78 3.05 -8.25 0.34
H -2.20 3.02 -4.94 0.24
H -1.02 3.70 -5.52 0.25
C 0.05 0.57 1.42 -0.76
O -0.66 -0.55 0.96 -0.32
C -1.34 -0.21 -0.28 -0.79
C -1.90 -1.54 -0.88 0.40
C -0.72 -2.57 -1.21 -1.28
N -2.33 -1.27 -2.21 -0.70
H -0.47 1.52 1.54 0.29
H 0.96 0.67 0.82 0.28
H 0.50 0.24 2.36 0.28
H -2.16 0.46 -0.04 0.39
H -0.59 0.15 -0.98 0.35
H -2.75 -1.85 -0.26 0.35
H 0.02 -2.64 -0.42 0.33
H -0.14 -2.35 -2.11 0.36
H -1.08 -3.59 -1.23 0.35
H -2.92 -2.08 -2.38 0.27
H -3.01 -0.53 -2.22 0.20
C 5.52 5.53 0.76 -0.82
O 6.83 5.00 1.18 -0.32
C 7.66 5.62 2.15 -0.85
C 8.89 4.73 2.14 0.48
C 9.95 5.40 2.95 -1.32
N 9.44 4.77 0.77 -0.77
H 4.82 5.64 1.59 0.31
H 5.22 5.08 -0.19 0.28
H 5.63 6.58 0.51 0.32
H 7.88 6.61 1.78 0.37
H 7.16 5.63 3.12 0.40
H 8.57 3.75 2.50 0.32
H 9.61 5.63 3.96 0.36
H 10.18 6.38 2.54 0.36
H 10.85 4.79 2.88 0.33
H 9.90 3.87 0.72 0.26
H 8.56 4.77 0.27 0.29
C -11.58 -8.20 -2.41 -0.67
O -10.55 -9.19 -2.52 -0.39
C -9.20 -8.63 -2.64 -0.73
C -8.93 -7.94 -4.03 0.30
C -8.82 -9.09 -5.10 -1.33
N -7.63 -7.33 -3.85 -0.74
H -11.21 -7.40 -1.77 0.32
H -12.50 -8.58 -1.96 0.25
H -11.88 -7.82 -3.39 0.25
H -9.05 -7.99 -1.77 0.40
H -8.39 -9.35 -2.57 0.38
H -9.61 -7.18 -4.38 0.33
H -9.72 -9.70 -5.12 0.32
H -8.05 -9.82 -4.83 0.35
H -8.53 -8.74 -6.09 0.39
H -7.02 -8.13 -3.84 0.29
H -7.20 -6.98 -4.69 0.27
C 5.74 2.44 9.21 -0.72
O 5.66 3.49 10.23 -0.38
C 6.78 4.38 10.26 -0.72
C 8.14 3.62 10.68 0.42
C 8.09 3.10 12.15 -1.36
N 9.34 4.49 10.67 -0.73
H 6.37 1.63 9.58 0.25
H 6.25 2.82 8.33 0.34
H 4.71 2.18 8.97 0.25
H 6.79 4.98 9.34 0.42
H 6.65 5.26 10.89 0.39
H 8.25 2.78 9.99 0.19
H 7.77 3.91 12.81 0.33
H 9.06 2.80 12.54 0.43
H 7.35 2.31 12.26 0.31
H 9.89 4.14 11.44 0.28
H 8.98 5.32 11.10 0.31
N 4.00 -7.75 -2.35 -0.36
C 3.72 -8.43 -3.48 0.62
N 4.18 -9.66 -3.58 -0.44
O 3.01 -7.96 -4.41 -0.66
H 4.54 -8.34 -1.73 0.16
H 3.83 -6.77 -2.21 0.22
H 4.94 -9.89 -2.95 0.21
H 4.33 -9.86 -4.56 0.25
N -1.93 -6.71 -8.74 -0.39
C -2.49 -5.55 -8.64 0.69
N -1.92 -4.77 -7.82 -0.36
O -3.54 -5.27 -9.16 -0.67
H -2.44 -7.35 -9.33 0.22
H -1.08 -6.84 -8.21 0.17
H -1.00 -5.05 -7.50 0.14
H -2.27 -3.86 -7.56 0.20
N -12.03 -0.32 -2.72 -0.38
C -11.47 -1.40 -3.14 0.67
N -10.40 -1.81 -2.48 -0.39
O -11.93 -2.09 -4.01 -0.65
H -11.60 0.23 -1.98 0.16
H -12.90 -0.04 -3.14 0.22
H -9.84 -2.55 -2.88 0.22
H -10.11 -1.31 -1.65 0.16
N 5.38 -4.35 3.61 -0.39
C 6.62 -4.07 3.33 0.63
N 7.28 -4.65 4.26 -0.30
O 6.90 -3.53 2.32 -0.61
H 5.12 -4.75 4.50 0.12
H 4.61 -3.97 3.09 0.20
H 6.65 -4.85 5.02 0.16
H 8.27 -4.86 4.26 0.19
N -3.26 5.63 7.21 -0.38
C -3.07 4.51 7.93 0.68
N -3.11 3.57 7.09 -0.36
O -2.75 4.33 9.10 -0.66
H -3.28 6.51 7.70 0.20
H -3.45 5.56 6.22 0.14
H -2.72 2.71 7.45 0.22
H -3.37 3.78 6.14 0.16
N -2.05 8.98 1.03 -0.38
C -2.60 7.88 0.71 0.68
N -2.12 7.47 -0.42 -0.35
O -3.50 7.33 1.39 -0.70
H -1.33 9.50 0.54 0.17
H -2.40 9.41 1.87 0.22
H -2.38 6.58 -0.83 0.20
H -1.57 8.18 -0.87 0.16
N 6.36 0.47 -3.59 -0.46
C 5.02 0.55 -3.36 0.57
N 4.59 -0.04 -2.26 -0.39
O 4.24 1.00 -4.13 -0.62
H 7.07 0.25 -2.91 0.23
H 6.54 1.32 -4.11 0.25
H 5.26 -0.12 -1.51 0.20
H 3.58 -0.05 -2.22 0.22
```

# 3
ORCA calculation (ωB97M-V/def2-TZVPD) on 20 unconnected molecules or ions with the total composition C27H94O20 in a non-equilibrium geometry.

Values from the calculation:
HOMO-LUMO gap   9.8 eV
Calculated total energy   -70467.63239 eV
Net charge   0

```
141
Properties=species:S:1:pos:R:3:mulliken_charge:R:1
C -4.89 -0.62 -3.37 -1.46
C -4.17 0.24 -2.34 0.25
O -2.75 0.39 -2.70 -0.41
H -5.89 -0.86 -3.04 0.39
H -4.49 -1.63 -3.48 0.22
H -4.82 -0.07 -4.33 0.34
H -4.22 -0.25 -1.35 -0.03
H -4.66 1.20 -2.26 0.38
H -2.32 0.76 -1.91 -0.04
C 4.72 -3.02 -1.85 -1.29
C 4.17 -2.16 -0.73 0.35
O 4.23 -0.81 -1.11 -0.41
H 4.15 -3.02 -2.78 0.21
H 4.57 -4.07 -1.54 0.40
H 5.79 -2.84 -2.09 0.31
H 4.73 -2.23 0.22 0.31
H 3.13 -2.46 -0.53 -0.13
H 3.84 -0.31 -0.41 0.47
C 3.98 1.39 -3.57 -1.36
C 2.53 0.89 -3.70 0.63
O 2.37 -0.51 -3.47 -0.33
H 4.67 0.86 -4.21 0.34
H 4.30 1.23 -2.55 0.24
H 4.03 2.48 -3.69 0.33
H 2.22 1.14 -4.71 0.35
H 1.82 1.46 -3.07 -0.39
H 2.95 -0.74 -2.71 0.17
C 4.12 2.59 0.34 -1.56
C 3.18 1.89 1.25 1.36
O 3.15 0.48 1.04 -0.16
H 5.14 2.18 0.42 0.43
H 4.23 3.65 0.59 0.43
H 3.81 2.48 -0.70 0.01
H 2.14 2.26 1.20 -0.34
H 3.54 2.17 2.25 -0.10
H 2.71 -0.04 1.73 -0.16
C 4.15 -1.18 4.06 -1.18
C 2.77 -1.77 4.04 -0.31
O 2.04 -1.08 3.05 0.10
H 4.09 -0.12 4.25 0.16
H 4.66 -1.37 3.12 0.18
H 4.65 -1.66 4.87 0.46
H 2.22 -1.54 4.93 0.27
H 2.81 -2.84 3.88 0.39
H 1.19 -1.56 2.89 -0.06
C 2.00 1.74 5.19 0.01
C 2.12 1.39 6.63 -0.68
O 0.85 0.98 7.10 -0.50
H 1.74 0.85 4.62 -0.54
H 2.96 2.12 4.81 0.32
H 1.23 2.49 5.02 0.45
H 2.50 2.28 7.18 0.37
H 2.82 0.57 6.76 0.35
H 0.92 0.86 8.07 0.28
C 0.31 -0.44 -0.95 -0.27
C -0.57 0.11 0.12 1.01
O -1.11 1.36 -0.30 1.67
H 1.16 0.19 -1.07 -0.33
H -0.13 -0.50 -1.95 -0.10
H 0.69 -1.40 -0.68 0.02
H 0.03 0.24 1.02 -0.24
H -1.38 -0.61 0.33 -0.19
H -1.87 1.57 0.30 -0.69
C -1.92 -0.19 4.83 -0.28
O -2.83 0.71 4.15 -0.45
H -1.52 -0.90 4.10 -0.21
H -1.08 0.33 5.25 0.24
H -2.40 -0.75 5.62 0.41
H -3.22 1.25 4.84 0.20
C -0.14 -6.11 -1.59 -0.45
O 0.91 -6.98 -1.91 -0.55
H -0.93 -6.61 -0.99 0.39
H 0.21 -5.25 -1.03 0.10
H -0.61 -5.78 -2.51 0.26
H 1.39 -7.18 -1.10 0.31
C -3.20 5.15 2.40 -0.31
O -4.52 5.36 1.89 -0.61
H -2.40 5.62 1.81 0.20
H -3.15 5.63 3.37 0.38
H -3.00 4.07 2.50 -0.02
H -4.63 4.89 1.06 0.28
C -0.21 2.58 2.67 0.64
O 0.03 3.81 3.31 -0.62
H 0.54 1.81 2.86 -0.33
H -1.17 2.18 2.93 0.26
H -0.22 2.67 1.59 -0.30
H 0.74 4.28 2.88 0.36
C 0.74 -4.08 1.72 -0.26
O 0.17 -3.02 2.45 -0.40
H 1.81 -4.06 2.02 0.25
H 0.29 -5.05 1.99 0.32
H 0.67 -3.89 0.66 -0.23
H -0.80 -2.95 2.36 0.23
C -0.67 -1.29 -5.18 -0.22
O -1.43 -1.72 -4.09 -0.12
H -0.90 -1.83 -6.11 0.32
H -0.82 -0.20 -5.35 0.12
H 0.39 -1.47 -4.94 -0.13
H -1.94 -1.01 -3.68 0.03
C -3.56 -2.22 2.20 -0.48
O -2.45 -2.78 1.52 -0.51
H -4.48 -2.85 2.12 0.35
H -3.26 -2.13 3.24 0.23
H -3.83 -1.26 1.82 0.01
H -2.73 -3.05 0.65 0.08
C 0.80 3.65 -1.27 0.77
O 1.31 4.28 -2.44 -0.65
H -0.21 3.36 -1.55 -0.37
H 1.45 2.83 -1.04 -0.48
H 0.80 4.42 -0.48 0.25
H 2.25 4.40 -2.31 0.30
C -4.76 1.80 1.36 -0.93
O -3.33 1.45 1.50 -0.04
H -5.02 2.42 2.24 0.34
H -4.93 2.42 0.52 0.21
H -5.35 0.88 1.36 0.26
H -3.13 1.18 2.42 -0.04
C -3.20 4.08 -1.47 -0.31
O -4.52 4.42 -1.00 -0.53
H -2.63 3.72 -0.61 -0.03
H -3.26 3.34 -2.24 0.09
H -2.69 4.96 -1.90 0.48
H -4.86 5.14 -1.54 0.28
C 1.19 -4.03 -4.30 0.12
O 1.14 -5.18 -5.11 -0.62
H 1.97 -3.35 -4.66 0.25
H 0.22 -3.54 -4.24 -0.15
H 1.45 -4.32 -3.30 0.08
H 1.10 -5.97 -4.58 0.33
C -1.87 -3.35 -1.38 -0.71
O -2.16 -3.92 -2.63 -0.71
H -1.77 -4.22 -0.66 0.50
H -0.93 -2.78 -1.33 0.39
H -2.66 -2.63 -1.06 0.23
H -1.94 -3.22 -3.28 0.57
C -0.80 2.66 -4.24 -0.36
O 0.29 3.34 -4.80 -0.67
H -1.46 2.35 -5.05 0.39
H -0.59 1.76 -3.66 -0.04
H -1.43 3.36 -3.65 0.15
H 0.80 3.76 -4.09 0.50
```

# 4
ORCA calculation (ωB97M-V/def2-TZVPD) on a molecular structure, C28H15F9NO5PRu in a non-equilibrium geometry.

Values from the calculation:
Multiplicity   2
HOMO-LUMO gap (spin up / spin down)   6.9 / 7.2 eV
Calculated total energy   -77339.35783 eV
Net charge   -1
Expectation value of S²   0.76

```
60
Properties=species:S:1:pos:R:3:lowdin_spin:R:1
Ru 0.71 -1.81 -2.07 0.65
O -3.21 -1.40 -3.16 0.02
C -2.02 -1.61 -3.02 0.01
O -1.29 -1.29 -2.00 0.01
C -1.25 -2.32 -4.11 0.03
C -1.79 -2.77 -5.30 -0.01
C -0.96 -3.40 -6.21 0.03
C 0.39 -3.58 -5.92 -0.01
C 0.87 -3.11 -4.70 0.02
N 0.05 -2.51 -3.86 0.01
C 2.30 -3.22 -4.23 0.00
O 3.11 -3.77 -4.96 0.00
O 2.48 -2.71 -3.07 0.00
H -2.84 -2.61 -5.50 0.00
H -1.36 -3.76 -7.15 0.00
H 1.07 -4.07 -6.60 0.00
F -4.89 2.69 4.51 0.00
C -4.54 1.40 4.66 0.00
F -4.10 1.27 5.93 0.00
F -5.67 0.67 4.56 0.00
C -3.49 0.98 3.67 0.00
C -3.72 -0.04 2.77 0.00
C -2.72 -0.39 1.87 0.00
C -1.51 0.28 1.85 0.00
C -1.30 1.31 2.77 0.00
C -2.28 1.67 3.67 0.00
P -0.26 -0.29 0.61 0.00
C 1.17 -0.46 1.75 0.00
C 2.07 0.55 2.08 0.00
C 3.09 0.32 3.00 0.00
C 3.20 -0.93 3.60 0.00
C 2.32 -1.95 3.27 0.00
C 1.32 -1.71 2.35 0.00
C 4.31 -1.20 4.57 0.00
F 3.94 -2.06 5.54 0.00
F 4.73 -0.07 5.19 0.00
F 5.40 -1.73 3.97 0.00
C 0.08 1.30 -0.25 0.00
C -0.94 2.25 -0.40 0.00
C -0.73 3.40 -1.14 0.00
C 0.49 3.61 -1.76 0.00
C 1.50 2.67 -1.64 0.00
C 1.29 1.52 -0.90 0.00
C 0.74 4.88 -2.52 0.00
F 1.22 5.86 -1.72 0.00
F -0.39 5.37 -3.07 0.00
F 1.63 4.72 -3.51 0.00
H -4.67 -0.56 2.77 0.00
H -2.90 -1.19 1.15 0.00
H -0.35 1.84 2.77 0.00
H -2.11 2.47 4.38 0.00
H 1.98 1.53 1.63 0.00
H 3.78 1.11 3.25 0.00
H 2.42 -2.92 3.72 0.00
H 0.64 -2.51 2.07 0.00
H -1.90 2.09 0.06 0.00
H -1.52 4.13 -1.25 0.00
H 2.45 2.82 -2.14 0.00
H 2.07 0.77 -0.85 0.00
O 1.88 -1.56 -0.97 0.24
```